No. 1
Formula: C2H3NO2
Source: OMol25
Level of theory: ωB97M-V/def2-TZVPD

Computed properties:
Multiplicity ... 1
Charge ... 0
Relative energy (zero: lowest compared OMol25 entry of this formula, charge and spin) ... 90.47 kcal/mol
LUMO level ... -0.44 eV
Kohn-Sham gap ... 8.79 eV
SMILES ... O=CCN=O
Electronic energy ... -7703.91969 eV

Last column: Mulliken charge in e.
Positions of all 8 atoms, in Å:
C: 0.32823 0.51596 0.06629  -0.28
C: 0.36273 -0.95858 -0.00926  0.16
N: -0.92433 1.14105 0.35532  -0.07
O: -0.60621 -1.64168 0.30329  -0.44
O: -1.92199 0.50282 -0.02682  -0.25
H: 1.10315 0.86615 0.73752  0.32
H: 0.44044 0.92047 -0.87129  0.25
H: 1.21798 -1.34618 -0.55505  0.32

Forces on the atoms, in the same order (eV/Å):
0.0 -0.7 1.8
-3.0 -1.5 -0.3
-4.1 -0.9 0.3
2.4 0.5 -0.2
2.8 2.0 0.8
0.1 0.4 0.1
1.3 0.8 -2.6
0.6 -0.6 0.1

---

No. 2
Formula: C3H3N2O2
Source: OMol25
Level of theory: ωB97M-V/def2-TZVPD

Computed properties:
Multiplicity ... 1
Charge ... -1
Relative energy (zero: lowest compared OMol25 entry of this formula, charge and spin) ... 59.75 kcal/mol
LUMO level ... 4.24 eV
Kohn-Sham gap ... 7.73 eV
Electronic energy ... -10233.43581 eV

Last column: Mulliken charge in e.
Positions of all 10 atoms, in Å:
C: 1.60555 -0.02579 -0.24730  -0.74
C: 0.59395 0.87845 -0.20207  0.03
C: -1.91791 -0.06777 0.06933  0.55
N: 0.65368 -1.17028 -0.11777  -0.49
N: -0.34817 -0.05640 0.04108  0.09
O: -2.25427 1.09627 0.17548  -0.67
O: -2.40099 -1.19179 0.09706  -0.68
H: 2.60615 0.09297 -0.55448  0.37
H: 0.60144 2.00547 -0.08897  0.32
H: 0.86058 -1.56113 0.82764  0.22

Forces on the atoms, in the same order (eV/Å):
-0.9 0.5 -0.3
1.4 1.4 0.8
2.3 -0.7 0.7
0.3 1.6 0.3
-1.3 -1.9 0.4
-1.2 0.8 -0.3
-0.3 0.3 -0.2
1.0 -0.6 -0.1
-0.6 -1.6 -0.6
-0.7 0.3 -0.7

---

No. 3
Formula: C3H4FN3S
Source: OMol25
Level of theory: ωB97M-V/def2-TZVPD

Computed properties:
Multiplicity ... 1
Charge ... 0
Relative energy (zero: lowest compared OMol25 entry of this formula, charge and spin) ... 151.04 kcal/mol
LUMO level ... -0.38 eV
Kohn-Sham gap ... 8.02 eV
Electronic energy ... -21192.12428 eV

Last column: Mulliken charge in e.
Positions of all 12 atoms, in Å:
C: 1.44430 -0.14241 -0.12285  0.14
C: -0.15960 -1.30653 -0.68768  0.18
C: -0.70376 -0.14573 -0.17686  0.33
H: -0.19235 1.24700 2.23005  0.31
H: 1.32582 2.44174 1.08509  0.33
H: 2.34395 0.62905 0.13055  0.14
H: -2.42356 -1.43356 -1.83979  0.15
N: 0.06828 1.81086 1.09833  -0.66
N: 0.34518 0.59422 0.22994  0.16
N: 1.27534 -1.29620 -0.67837  -0.56
F: -1.99129 0.28578 -0.00805  -0.25
S: -1.33231 -2.68421 -1.26036  -0.26

Forces on the atoms, in the same order (eV/Å):
3.7 4.7 2.2
-1.7 -1.5 -0.7
-0.8 -1.1 -0.1
1.7 2.4 -4.1
-4.8 -2.7 0.6
-1.1 -3.0 -0.9
2.5 -3.2 1.3
4.1 -1.7 2.0
-1.5 1.5 0.8
-3.0 0.8 0.1
1.8 -0.8 -0.2
-0.9 4.6 -0.9

---

No. 4
Formula: C3H5NOS2
Source: OMol25
Level of theory: ωB97M-V/def2-TZVPD

Computed properties:
Multiplicity ... 1
Charge ... 0
Relative energy (zero: lowest compared OMol25 entry of this formula, charge and spin) ... 56.12 kcal/mol
LUMO level ... 0.75 eV
Kohn-Sham gap ... 9.34 eV
SMILES ... C1=NSCSCO1
Electronic energy ... -28397.79683 eV

Last column: Mulliken charge in e.
Positions of all 12 atoms, in Å:
C: 1.06621 0.73892 0.17265  -0.51
C: 0.16002 -1.59145 0.13901  -0.57
C: -1.19586 1.19629 -0.44574  0.26
H: 0.69145 0.35345 1.21686  0.28
H: 2.07537 1.34344 0.30566  0.29
H: 0.22584 -2.64610 -0.08272  0.31
H: 0.42441 -1.27350 1.13080  0.33
H: -1.65956 2.22046 -0.67009  0.29
N: -1.97586 0.23679 -0.25548  -0.38
O: 0.10818 1.52576 -0.43842  -0.26
S: 1.55166 -0.78447 -0.68055  -0.04
S: -1.47187 -1.31958 -0.39199  0.00

Forces on the atoms, in the same order (eV/Å):
2.9 -0.4 2.1
1.1 -0.2 -0.7
-1.7 4.7 -0.3
0.8 1.3 -1.7
-2.4 -0.8 -0.3
0.2 -0.5 0.5
-0.7 -1.0 0.9
0.1 -1.5 0.4
1.2 0.0 -0.4
0.3 -0.6 -0.2
-0.4 0.7 -0.3
-1.3 -1.8 -0.1

---

No. 5
Formula: C24H35FN6O2P2
Source: OMol25
Level of theory: ωB97M-V/def2-TZVPD

Computed properties:
Multiplicity ... 1
Charge ... 0
LUMO level ... -0.87 eV
Kohn-Sham gap ... 7.09 eV
SMILES ... CCP(C)C1=C([PH2]=N)C(=O)C(C[C@H](C)F)=C(CC(N)(N)N)C1=O.c1ccncc1.c1ccncc1
Electronic energy ... -59783.37109 eV

Last column: Mulliken charge in e.
Positions of all 70 atoms, in Å:
C: 1.97726 1.76704 1.85873  -0.89
C: 2.82438 2.67381 0.94982  -0.58
P: 1.80281 3.36470 -0.46389  -0.05
C: 2.93493 3.47578 -1.91520  -1.10
C: 0.46965 2.09808 -0.74349  0.41
C: 0.63145 0.87517 -1.21271  0.16
P: 2.21383 0.15410 -1.76912  0.33
N: 2.54232 0.61951 -3.23896  -0.75
C: -0.55647 -0.04247 -1.32498  0.17
O: -0.55778 -0.88022 -2.16509  -0.62
C: -1.69471 0.15142 -0.40053  0.88
C: -2.57035 -1.01081 0.00650  -0.85
C: -1.83984 -2.36820 0.00454  0.70
C: -2.50720 -3.36884 -0.96206  -1.45
F: -1.91396 -2.88741 1.29476  -0.41
C: -1.89819 1.38225 0.02799  1.21
C: -3.01248 1.81717 0.93162  -2.25
C: -4.31681 2.09642 0.09024  0.90
N: -4.94499 3.34566 0.49250  -0.69
N: -5.21008 0.91441 0.17736  -0.58
N: -3.96716 2.21686 -1.32990  -0.62
C: -0.94737 2.47603 -0.40197  -0.64
O: -1.34021 3.58419 -0.47952  -0.54
H: 2.55543 1.42789 2.71693  0.31
H: 1.67930 0.85449 1.33932  0.13
H: 1.04760 2.24778 2.16440  0.30
H: 3.70004 2.11906 0.60558  0.37
H: 3.13592 3.51193 1.56844  0.47
H: 3.63816 2.64933 -1.99430  0.35
H: 2.40922 3.63322 -2.84986  0.37
H: 3.54182 4.37184 -1.76068  0.37
H: 2.03706 -1.25066 -1.80218  0.03
H: 3.22812 0.50049 -0.84177  -0.01
H: 2.59006 -0.19196 -3.85132  0.31
H: -2.91457 -0.86506 1.02731  0.22
H: -3.46252 -1.00924 -0.61592  0.37
H: -0.79052 -2.27515 -0.25880  0.19
H: -3.07383 -4.07975 -0.36126  0.41
H: -1.72091 -3.87814 -1.51279  0.27
H: -3.19287 -2.87671 -1.64308  0.36
H: -3.26284 1.04674 1.66200  0.67
H: -2.73340 2.70772 1.48639  0.28
H: -5.41292 3.19906 1.38088  0.29
H: -5.65556 3.61910 -0.17810  0.28
H: -6.02472 1.13554 -0.38700  0.19
H: -5.49938 0.76765 1.14145  0.25
H: -4.06057 1.31343 -1.77736  0.21
H: -4.60798 2.85475 -1.78934  0.29
N: 3.06801 -2.68447 -4.32484  -0.30
C: 1.84832 -3.21658 -4.22616  -0.07
C: 1.58814 -4.57257 -4.35165  -0.72
C: 2.65204 -5.42469 -4.59671  -0.16
C: 3.92595 -4.89120 -4.70390  -0.46
C: 4.07834 -3.52111 -4.55866  -0.29
H: 1.04512 -2.51036 -4.03664  0.52
H: 0.57835 -4.94892 -4.26002  0.37
H: 2.49095 -6.49032 -4.70254  0.37
H: 4.78302 -5.52238 -4.89519  0.36
H: 5.05725 -3.05954 -4.63124  0.37
N: 1.35994 1.84596 6.20023  -0.55
C: 0.18628 1.22433 6.30448  -0.23
C: 0.02548 -0.14676 6.17224  -0.33
C: 1.14723 -0.91662 5.91352  -0.26
C: 2.37681 -0.28916 5.80004  -0.26
C: 2.42734 1.08809 5.95327  -0.29
H: -0.66441 1.86712 6.50431  0.37
H: -0.95278 -0.59774 6.26910  0.37
H: 1.06442 -1.99051 5.80183  0.39
H: 3.27698 -0.85364 5.59749  0.37
H: 3.36807 1.62302 5.87549  0.41

Forces on the atoms, in the same order (eV/Å):
0.1 -0.4 -0.4
-0.7 -0.7 -0.1
-0.5 1.5 0.5
0.5 -0.3 0.4
0.8 0.2 0.1
0.2 -1.2 0.7
0.0 0.0 -2.5
0.0 0.0 0.4
0.2 1.6 0.8
-0.1 -2.1 -1.7
0.0 -0.7 0.6
0.7 -0.1 -0.3
-1.1 0.0 -1.0
0.5 0.2 0.6
0.2 -0.1 0.3
0.5 0.9 0.8
-0.9 0.0 -0.4
0.0 -0.3 -0.8
0.2 -0.1 0.3
0.5 0.2 0.3
-0.3 0.4 0.1
0.3 -1.7 0.0
-0.5 2.4 0.1
-0.1 0.3 0.2
0.0 0.0 -0.1
0.1 0.1 0.3
0.1 0.1 0.0
0.2 0.2 -0.3
-0.1 -0.2 -0.3
-0.2 -0.3 0.0
-0.2 0.1 0.2
0.0 0.2 1.0
-0.6 -0.2 0.4
0.1 0.1 -0.1
0.0 0.2 0.0
-0.1 -0.2 0.0
0.1 0.1 0.3
0.0 -0.1 -0.1
-0.2 -0.3 -0.2
0.1 0.0 -0.2
0.2 -0.1 0.0
0.0 0.2 -0.2
0.1 0.2 0.0
0.0 -0.1 0.1
-0.1 -0.2 0.2
-0.1 0.0 -0.1
0.1 0.0 0.0
0.2 0.0 -0.1
-0.1 -0.2 0.0
0.0 0.2 0.0
0.0 0.0 0.0
0.0 -0.1 0.0
0.0 0.0 0.0
0.1 0.2 0.0
0.0 0.0 0.0
0.0 0.0 0.0
0.0 0.0 0.0
0.0 0.0 0.0
0.0 -0.1 0.0
0.0 -0.2 0.0
0.0 0.1 0.0
0.0 0.0 0.0
0.0 -0.1 0.0
0.0 0.0 0.0
0.0 0.2 0.0
0.0 -0.1 0.0
0.0 0.0 0.0
0.0 0.0 0.0
0.0 0.0 0.0
0.0 -0.1 0.0

---

No. 6
Formula: C3H6Cl2Si
Source: OMol25
Level of theory: ωB97M-V/def2-TZVPD

Computed properties:
Multiplicity ... 1
Charge ... 0
Relative energy (zero: lowest compared OMol25 entry of this formula, charge and spin) ... 155.36 kcal/mol
LUMO level (spin up / spin down) ... -0.53 / -0.53 eV
Kohn-Sham gap (spin up / spin down) ... 7.99 / 8.01 eV
Electronic energy ... -36126.74798 eV

Last column: Mulliken charge in e.
Positions of all 12 atoms, in Å:
C: 0.01983 -0.08890 1.55966  -0.63
C: -0.56773 -0.52767 0.43931  -0.30
C: 2.23878 2.84874 -0.02446  -0.19
Si: 0.25744 -0.65316 -1.30883  0.60
Cl: 0.66947 1.30620 -1.74519  -0.21
Cl: 3.04063 4.23729 -0.46517  -0.06
H: -0.46803 -0.32050 2.49908  0.26
H: 1.10786 0.17080 1.61759  0.26
H: -1.63333 -0.66903 0.52776  0.34
H: 1.24520 3.03600 0.41123  0.23
H: -0.67428 -1.08010 -2.22611  -0.17
H: 1.50041 -1.40290 -1.69049  -0.12

Forces on the atoms, in the same order (eV/Å):
1.4 -1.3 -0.3
1.1 0.5 -0.6
0.7 -1.3 0.7
0.9 0.9 2.0
0.0 0.4 -0.6
-0.4 0.5 -0.1
-0.2 0.9 0.2
-1.1 -0.2 -0.1
-0.3 -0.7 -0.2
0.0 0.8 -0.2
-1.7 -0.7 -1.4
-0.3 0.1 0.8

---

No. 7
Formula: C9H18NaO9
Source: OMol25
Level of theory: ωB97M-V/def2-TZVPD

Computed properties:
Multiplicity ... 1
Charge ... +1
LUMO level ... -2.99 eV
Kohn-Sham gap ... 11.08 eV
Electronic energy ... -32463.04025 eV

Last column: Mulliken charge in e.
Positions of all 37 atoms, in Å:
Na: -0.82377 -0.77877 0.39437  1.04
C: 3.59195 1.00336 -0.03518  -0.51
O: 3.61810 -0.18875 -0.77312  -0.29
C: 2.63207 -1.15369 -0.80139  0.73
O: 1.56626 -1.22677 -0.15038  -0.53
O: 3.06183 -2.20733 -1.56874  -0.32
C: 2.23508 -3.41758 -1.82734  -0.53
H: 4.61004 1.39121 -0.00096  0.22
H: 3.19696 0.82324 0.96464  0.28
H: 2.92356 1.69359 -0.54989  0.21
H: 1.36741 -3.16759 -2.43787  0.22
H: 1.96331 -3.80503 -0.84544  0.26
H: 2.68710 -4.22177 -2.40790  0.26
C: 0.31271 1.76906 -2.63637  -0.52
O: -0.85393 1.37499 -3.35539  -0.28
C: -1.42507 0.19873 -2.91675  0.72
O: -1.04734 -0.49242 -1.91985  -0.63
O: -2.44270 -0.11525 -3.71739  -0.31
C: -3.40910 -1.05106 -3.47878  -0.75
H: 0.13766 1.75328 -1.56064  0.21
H: 0.44252 2.77484 -3.03595  0.31
H: 1.16411 1.09705 -2.74414  0.25
H: -4.22011 -0.83294 -4.17361  0.32
H: -3.95456 -0.81419 -2.56529  0.33
H: -3.22418 -2.10253 -3.25896  0.33
C: -2.56375 2.79170 3.25065  -0.65
O: -1.69612 2.18463 4.11623  -0.28
C: -1.06981 1.02995 3.67135  0.72
O: -1.01163 0.59550 2.51439  -0.54
O: -0.34287 0.56596 4.63023  -0.27
C: 0.06722 -0.77759 4.54899  -0.63
H: -1.97424 3.49463 2.66205  0.28
H: -3.36206 3.23201 3.84809  0.25
H: -3.00240 2.09701 2.53434  0.31
H: 0.84966 -1.01793 5.26880  0.29
H: 0.71351 -0.97414 3.69355  0.18
H: -0.71758 -1.52528 4.66364  0.32

Forces on the atoms, in the same order (eV/Å):
0.5 0.2 -0.1
-1.2 0.4 0.5
-1.2 -3.3 -1.4
-0.4 -1.6 1.0
2.1 1.2 -1.3
0.2 1.0 -0.3
-0.8 1.1 1.0
-0.2 -0.2 -0.1
0.1 0.1 0.1
0.1 0.3 0.1
-0.2 0.4 0.4
-0.3 0.0 -0.2
1.2 0.7 0.2
0.0 0.4 0.4
-1.2 -3.1 0.9
0.5 -0.9 1.2
-1.1 2.3 -2.5
2.9 1.8 -0.3
-3.1 -0.6 2.0
-0.3 0.4 0.0
0.6 -0.2 0.4
0.0 0.1 -0.7
0.5 -0.7 -0.6
0.2 0.5 0.6
1.0 0.0 -1.1
-1.0 0.8 -1.8
2.1 -3.9 0.7
0.1 2.0 -1.6
-1.2 0.5 1.0
-0.1 -0.4 1.8
2.0 -1.4 -0.3
-0.5 0.5 0.0
0.2 0.3 -0.2
-0.1 -0.2 0.1
-0.6 0.7 1.0
-0.8 0.2 -0.9
-0.2 0.4 -0.2